DFT (ωB97M-V/def2-TZVPD) results for a cluster of 9 separate species, C25H30F8O27P2 in total at a distorted geometry.

Properties
HOMO-LUMO gap: 0.336 Eh
HOMO level: -9.419 eV
E_LUMO: -0.278 eV
SMILES string: O=C1OC[C@@H](F)O1.O=C1OC[C@@H](F)O1.O=C1OC[C@@H](F)O1.O=C1OC[C@@H](F)O1.O=C1OC[C@@H](F)O1.O=C1OC[C@@H](F)O1.O=C1OC[C@@H](F)O1.O=C1OC[C@@H](F)O1.O=P(O)(O)CP

CARTESIAN COORDINATES (ANGSTROEM)
H  3.215  -0.417  -0.634
F  -8.384  0.179  -2.700
C  -2.693  5.351  3.353
C  1.803  4.050  -0.378
O  -4.297  2.076  -0.132
O  13.926  -3.934  2.627
O  -8.164  4.526  -3.589
O  -7.385  3.361  -1.824
C  1.602  5.967  0.784
C  -2.733  -4.610  0.172
H  -1.479  0.559  1.399
H  -4.457  2.905  -0.598
O  -6.217  -1.858  -6.955
H  5.130  -2.283  1.595
C  -0.775  4.161  3.219
H  -3.176  5.967  4.104
F  0.564  -3.983  0.240
F  3.116  5.202  2.479
O  7.382  -2.750  0.052
H  1.707  7.030  0.588
O  6.472  -3.854  1.752
H  -2.783  -1.516  -0.065
O  2.705  3.977  0.629
F  4.082  1.050  0.389
O  -2.527  0.882  -1.579
H  -6.567  1.700  -0.884
C  12.684  -3.509  2.100
O  -1.791  3.284  3.007
O  -1.663  -3.787  -0.015
O  0.375  3.892  3.143
O  -1.273  5.382  3.523
F  12.392  -2.279  2.583
C  13.877  -5.285  2.803
P  -3.276  -1.057  1.159
O  3.193  -0.768  1.389
F  -4.016  3.475  2.682
H  12.764  -3.444  1.014
H  -8.999  0.881  -5.347
O  8.712  -3.750  1.573
C  5.392  -3.202  1.073
C  -7.460  1.987  -1.431
H  -3.042  1.186  1.987
H  10.902  -4.780  1.938
H  1.739  1.589  1.168
C  -7.967  3.501  -3.038
H  -6.673  1.031  -3.265
H  5.915  -3.691  -1.019
H  -9.656  -1.500  -5.342
H  -4.606  -0.745  0.835
O  1.688  -2.080  2.437
F  -10.574  -1.000  -7.036
C  -9.434  -1.043  -6.308
H  -2.948  5.704  2.352
H  11.364  -4.322  3.594
O  -1.857  2.874  -0.087
C  7.630  -3.480  1.174
O  1.220  5.267  -0.403
H  4.526  -3.855  1.025
C  2.908  5.280  1.150
C  -8.741  0.303  -6.227
C  6.015  -2.898  -0.275
C  -7.239  -1.312  -6.734
C  -0.626  -4.210  0.846
C  3.091  0.140  0.295
P  -2.769  1.573  -0.306
H  -8.346  1.828  -0.815
O  14.817  -5.972  3.009
O  12.601  -5.717  2.694
H  -0.642  -6.103  1.961
H  -3.182  3.519  4.490
C  1.938  -1.159  1.732
H  -8.936  0.887  -7.128
H  -0.460  -6.256  0.191
O  1.531  3.152  -1.102
O  -8.475  -1.834  -6.980
H  -0.663  -3.633  1.771
O  -2.348  -5.715  0.850
H  0.846  5.794  1.549
C  1.708  0.730  0.496
H  3.794  5.718  0.687
F  5.552  -1.744  -0.815
O  -3.832  -4.378  -0.196
O  -7.364  -0.076  -6.189
O  -8.288  2.271  -3.536
C  11.735  -4.580  2.602
C  -2.544  0.643  1.182
H  1.203  0.989  -0.427
H  -1.958  3.521  -0.796
C  -0.926  -5.689  0.999
C  -2.991  3.867  3.474
C  -7.611  1.289  -2.769
O  1.030  -0.354  1.155